Record 1
C5H10N2O2 | the ωB97M-V functional and the def2-TZVPD basis

Summary:
Highest occupied orbital energy (eV): -8.8
SMILES: C=NC(C)=O.C/N=C/O

The geometry in ORCA input format:
```
! RIJCOSX wB97M-V def2-TZVPD def2/J DEFGRID3
* xyz 0 1
C 1.86 1.07 -1.08
C 1.29 -1.00 -0.08
O 0.99 -2.31 -0.23
N 1.01 -0.09 -0.99
H 0.12 -2.46 0.20
H 2.21 -0.89 0.51
H 1.50 1.70 -1.90
H 2.88 0.75 -1.32
H 1.93 1.66 -0.17
C -0.52 0.81 1.61
C -0.90 -0.39 0.77
C -2.52 -0.19 -1.02
N -1.37 0.02 -0.55
O -1.17 -1.51 1.20
H -1.27 0.96 2.38
H -0.41 1.73 1.04
H 0.48 0.60 2.01
H -2.82 0.23 -1.98
H -3.29 -0.67 -0.43
*
```

Record 2
C5H10N2O2 | the ωB97M-V functional and the def2-TZVPD basis

Summary:
Highest occupied orbital energy (alpha / beta) (eV): -8.8 / -7.1

The geometry in ORCA input format:
```
! RIJCOSX wB97M-V def2-TZVPD def2/J DEFGRID3
* xyz 0 1
C -0.06 -1.47 0.37
C 0.00 0.88 -0.09
C 0.06 -2.75 -0.24
C -0.60 1.37 1.28
C -0.72 1.76 -1.16
N 1.47 1.14 -0.21
N 2.08 0.11 -0.03
O -0.38 -0.44 -0.40
O 3.24 -0.27 -0.24
H -0.02 -1.34 1.51
H 0.22 -3.44 0.49
H 0.83 -2.82 -0.99
H -0.87 -2.94 -0.71
H -1.74 1.07 1.24
H -0.45 2.37 1.48
H -0.16 0.79 2.21
H -0.36 1.70 -2.27
H -0.76 2.87 -0.96
H -1.79 1.41 -1.29
*
```

Record 3
C5H10N2O2 | the ωB97M-V functional and the def2-TZVPD basis

Summary:
Highest occupied orbital energy (alpha / beta) (eV): -7.8 / -9.2

The geometry in ORCA input format:
```
! RIJCOSX wB97M-V def2-TZVPD def2/J DEFGRID3
* xyz 0 1
C 0.69 2.65 0.69
C -0.82 -0.97 1.46
N -0.01 1.38 0.70
C 0.05 -1.43 -1.59
N 1.32 -1.75 -1.22
C -0.53 -0.16 -0.92
C -1.42 -0.53 0.23
O 0.50 0.70 -0.46
O -0.64 -2.10 -2.33
H 1.75 -2.54 -1.66
H 1.88 -1.07 -0.73
H -1.09 0.36 -1.69
H -2.48 -0.46 0.09
H 0.42 3.17 1.61
H 1.78 2.50 0.67
H 0.42 3.27 -0.17
H 0.00 -1.68 1.32
H -0.27 -0.02 1.80
H -1.53 -1.31 2.21
*
```

Record 4
C5H10N2O2S | the ωB97M-V functional and the def2-TZVPD basis

Summary:
Highest occupied orbital energy (alpha / beta) (eV): -7.8 / -7.8
SMILES: CO/[N+]([O-])=C1\NCS[C@H]1C

The geometry in ORCA input format:
```
! RIJCOSX wB97M-V def2-TZVPD def2/J DEFGRID3
* xyz 0 1
C 2.13 0.57 1.56
C 1.15 0.49 -0.93
C 0.18 0.50 0.22
C 0.80 -0.65 -1.92
C -2.71 -0.90 0.55
N 0.69 0.29 1.47
N -1.06 0.74 -0.05
O -2.11 0.23 0.84
O -1.51 0.92 -1.22
S 2.79 0.10 -0.02
H 2.28 1.61 1.82
H 2.48 0.05 2.55
H 1.29 1.47 -1.35
H 0.76 -1.63 -1.38
H 1.50 -0.69 -2.71
H -0.02 -0.31 -2.53
H -2.46 -0.85 -0.58
H -2.42 -1.94 0.81
H -3.71 -0.55 0.67
H -0.06 0.56 2.20
*
```

Record 5
C5H10N2O3 | the ωB97M-V functional and the def2-TZVPD basis

Summary:
Highest occupied orbital energy (eV): -9.4
SMILES: C[C@H](N)C(=O)NCC(=O)O

The geometry in ORCA input format:
```
! RIJCOSX wB97M-V def2-TZVPD def2/J DEFGRID3
* xyz 0 1
C -2.07 -0.43 -0.13
C -1.19 0.84 -0.22
C -2.37 -0.54 1.37
C 0.98 -0.41 -0.34
C 2.39 -0.06 0.02
H -1.35 -1.26 -1.82
H -2.44 -2.37 -1.07
H -2.98 0.11 -0.48
H -2.75 -1.56 1.72
H -1.47 -0.46 1.99
H -3.14 0.27 1.54
H 0.50 1.73 -0.31
H 0.61 -0.91 0.57
H 1.16 -0.97 -1.32
H 3.93 -0.52 0.76
N -1.71 -1.61 -0.94
N 0.14 0.84 -0.42
O -1.81 1.91 0.01
O 2.72 1.08 -0.07
O 3.16 -1.11 0.53
*
```

Record 6
C5H10N2O3 | the ωB97M-V functional and the def2-TZVPD basis

Summary:
Highest occupied orbital energy (alpha / beta) (eV): -7.2 / -7.2

The geometry in ORCA input format:
```
! RIJCOSX wB97M-V def2-TZVPD def2/J DEFGRID3
* xyz 0 1
C -1.15 -0.52 2.65
C -2.10 -0.46 1.60
C 1.90 -0.20 -0.35
C 3.21 -0.24 -1.10
C -2.82 0.73 -0.27
N 1.54 -1.08 0.46
N -1.71 0.25 0.64
O 0.10 -0.71 2.56
O -3.34 -0.96 1.76
O 1.20 0.89 -0.73
H 3.19 -1.02 -1.87
H 4.05 -0.23 -0.44
H 3.25 0.74 -1.58
H -3.54 1.47 0.25
H -2.29 1.27 -0.99
H -3.20 -0.05 -0.89
H 2.31 -1.76 0.72
H 0.66 -0.86 1.74
H -4.12 -0.73 1.23
H 0.28 0.83 -0.44
*
```

Record 7
C5H10N2O3S | the ωB97M-V functional and the def2-TZVPD basis

Summary:
Highest occupied orbital energy (alpha / beta) (eV): -8.5 / -8.5

The geometry in ORCA input format:
```
! RIJCOSX wB97M-V def2-TZVPD def2/J DEFGRID3
* xyz 0 1
C 2.41 -0.57 0.23
C 0.56 2.09 0.07
C 2.09 2.03 0.61
C 0.47 -2.62 -0.11
C -1.98 -0.32 0.18
N 1.16 -0.49 0.81
N 0.02 0.84 -0.07
O 3.07 -1.59 0.24
O 0.55 -1.64 0.95
O -1.16 0.77 0.66
S 3.09 0.89 -0.36
H 0.14 2.64 0.99
H 0.63 2.66 -0.89
H 2.58 2.95 0.81
H 2.06 1.69 1.66
H -0.50 -2.43 -0.65
H 0.46 -3.56 0.36
H 1.34 -2.45 -0.71
H -1.56 -0.47 -0.79
H -3.01 0.11 0.02
H -1.93 -1.20 0.79
*
```

Record 8
C5H10N2O6 | the ωB97M-V functional and the def2-TZVPD basis

Summary:
Highest occupied orbital energy (alpha / beta) (eV): -7.7 / -7.7
SMILES: O=C(O)/[N+]([O-])=C(O)/C(O)=C/O.CN

The geometry in ORCA input format:
```
! RIJCOSX wB97M-V def2-TZVPD def2/J DEFGRID3
* xyz 0 1
C -0.11 0.98 -1.78
C 1.10 0.88 -1.06
C -0.57 0.21 -2.82
C 2.86 -0.34 -0.17
C -0.12 -0.16 1.64
N 1.94 -0.11 -1.19
N -0.78 -0.68 0.53
O 1.87 -0.92 -2.16
O -0.99 2.03 -1.42
O 1.25 1.92 -0.19
O -1.42 0.53 -3.72
O 3.00 0.36 0.79
O 3.42 -1.49 -0.27
H 0.14 -0.47 -3.25
H 0.81 -0.63 1.79
H 0.05 0.91 1.45
H -0.63 -0.29 2.64
H -0.72 -1.73 0.67
H -0.97 2.16 -0.45
H 1.73 1.56 0.61
H -1.82 1.34 -3.47
H -1.79 -0.32 0.46
H 4.10 -1.87 0.42
*
```

Record 9
C5H10N2S | the ωB97M-V functional and the def2-TZVPD basis

Summary:
Highest occupied orbital energy (eV): -8.8
SMILES: [H]/N=C(N)/C(C)=C/CS

The geometry in ORCA input format:
```
! RIJCOSX wB97M-V def2-TZVPD def2/J DEFGRID3
* xyz 0 1
C 1.48 0.51 -1.05
C 0.62 0.41 0.18
C -0.03 -0.67 0.58
C -0.05 -2.00 -0.11
C 0.41 1.65 0.99
H 0.91 1.01 -1.85
H 1.81 -0.46 -1.43
H 2.39 1.09 -0.84
H -0.82 -0.52 1.34
H -0.18 -2.80 0.60
H 0.85 -2.21 -0.68
H -1.25 -1.11 -1.98
H 0.66 3.70 0.61
H 0.74 2.71 -0.71
H -0.05 2.53 2.61
N 0.89 2.77 0.27
N -0.10 1.62 2.16
S -1.58 -2.13 -1.14
*
```

Record 10
C5H10N2S | the ωB97M-V functional and the def2-TZVPD basis

Summary:
Highest occupied orbital energy (eV): -8.5
SMILES: C[C@H]1CCN=CN1S

The geometry in ORCA input format:
```
! RIJCOSX wB97M-V def2-TZVPD def2/J DEFGRID3
* xyz 0 1
C -0.64 -0.60 -1.91
C -0.92 -0.23 -0.48
C -1.29 -1.52 0.27
C -0.88 -1.24 1.76
C 0.90 0.07 1.10
H -1.76 -0.68 -2.20
H -0.01 -1.70 -1.90
H -0.19 0.40 -2.53
H -1.69 0.55 -0.39
H -2.42 -1.64 0.15
H -0.66 -2.34 -0.12
H -1.49 -0.51 2.16
H -0.96 -2.16 2.35
H 1.96 0.42 1.35
H 1.52 1.07 -2.01
N 0.45 -0.73 2.03
N 0.35 0.53 -0.02
S 1.06 1.82 -0.96
*
```

For the records above, the corresponding M values read 130.1, 130.1, 130.1, 162.2, 146.1, 146.1, 178.2, 194.1, 130.2, 130.2 g mol⁻¹.
For the records above, the corresponding energy above the lowest of the compared OMol25 structures with the same formula, charge and spin values read 96.3, 158.8, 128.6, 114.3, 46.5, 123.2, 186.7, 33.2, 21.6, 70.8 kcal/mol.